The following is a quantum chemistry calculation of a 2-piece molecular cluster, C32H34N4 overall at a distorted geometry, from OMol25.

Structure (XYZ):
```
70
Properties=species:S:1:pos:R:3:forces:R:3:lowdin_charge:R:1
C 1.4361 6.7362 -2.0673 0.1 -0.2 -0.2 -0.16
C -0.0099 7.0214 -2.4264 0.3 0.3 0.1 -0.16
N -0.8585 5.9112 -2.0548 0.1 -0.3 0.4 -0.06
C -2.1109 5.8496 -2.7756 -0.5 -0.1 -0.1 -0.16
C -2.7354 4.4728 -2.6555 0.1 -0.1 0.0 -0.16
C -2.9306 4.1302 -1.1851 -0.7 0.0 0.0 -0.14
C -1.7019 4.3890 -0.3758 0.2 0.0 0.8 -0.12
C -0.6783 5.2435 -0.8788 0.1 -0.1 -0.1 -0.07
C 0.5206 5.4140 -0.1208 -0.2 -0.4 0.6 -0.13
C 0.6912 4.6927 1.0450 -0.3 -0.2 -0.3 0.04
C -0.3170 3.8146 1.5620 -0.1 0.4 0.2 -0.18
C -0.0522 3.0033 2.6907 -0.5 0.0 -0.2 0.08
C -0.8542 1.9434 3.1772 0.2 -0.5 0.0 -0.18
C -0.6802 1.4433 4.5086 -0.4 0.0 -0.2 0.04
C -1.5234 0.4978 5.0608 0.3 0.4 -0.5 -0.13
C -2.6525 0.0454 4.3125 0.0 0.0 -0.2 -0.07
N -3.5093 -0.8770 4.8398 0.2 0.4 0.0 -0.07
C -3.1402 -1.6621 5.9972 0.3 -0.2 0.2 -0.16
C -2.4326 -0.8067 7.0308 -0.2 0.1 0.1 -0.17
C -1.2445 -0.0734 6.4182 0.4 -0.2 0.4 -0.15
C -4.5683 -1.4604 4.0458 -0.2 -0.2 -0.4 -0.16
C -5.1518 -0.4392 3.0886 0.0 0.0 0.0 -0.16
C -4.0488 0.1213 2.1989 -0.2 -0.4 -0.7 -0.14
C -2.8405 0.5225 2.9813 0.7 0.2 0.0 -0.12
C -1.8639 1.3060 2.3927 -0.5 0.2 0.5 0.04
C -1.5762 3.8383 0.8862 0.4 -0.1 -0.7 0.04
C 1.5689 6.3760 -0.5919 0.4 0.4 0.1 -0.14
H 1.8028 5.9039 -2.6779 -0.1 0.1 0.0 0.13
H 2.0385 7.6164 -2.3011 0.0 -0.1 0.0 0.12
H -0.3459 7.9441 -1.9168 0.0 -0.2 -0.1 0.14
H -0.1297 7.1801 -3.5063 0.1 0.0 0.3 0.13
H -2.8105 6.6085 -2.3794 0.1 -0.1 -0.1 0.14
H -1.9057 6.1056 -3.8233 -0.1 -0.1 0.2 0.13
H -3.6926 4.4622 -3.1800 0.1 -0.1 0.0 0.12
H -2.0822 3.7267 -3.1237 -0.1 0.1 0.0 0.13
H -3.7621 4.7200 -0.7697 0.0 -0.1 -0.1 0.13
H -3.2071 3.0735 -1.0870 0.0 0.2 0.0 0.13
H 1.6354 4.7749 1.5878 -0.2 0.0 -0.2 0.13
H 0.8417 3.2437 3.2650 0.0 0.0 -0.1 0.13
H 0.1345 1.8472 5.1141 -0.2 -0.1 -0.1 0.13
H -4.0605 -2.1005 6.4050 0.3 0.1 0.0 0.12
H -2.4818 -2.4979 5.6931 -0.2 0.2 0.0 0.14
H -3.1376 -0.0759 7.4410 0.0 -0.1 0.0 0.12
H -2.0995 -1.4489 7.8488 0.0 0.1 0.0 0.12
H -0.3944 -0.7708 6.3527 -0.2 0.2 -0.1 0.13
H -0.9309 0.7326 7.0898 0.0 -0.1 -0.1 0.12
H -4.1774 -2.3221 3.4741 -0.1 0.1 0.1 0.14
H -5.3302 -1.8427 4.7379 0.1 0.1 -0.2 0.12
H -5.9282 -0.9118 2.4841 0.0 0.1 0.0 0.12
H -5.6142 0.3767 3.6567 0.0 -0.1 0.0 0.12
H -3.7488 -0.6198 1.4400 -0.2 0.1 0.2 0.12
H -4.4310 0.9936 1.6532 0.1 -0.2 0.0 0.12
H -1.8805 1.4511 1.3098 0.0 -0.1 0.4 0.12
H -2.4586 3.3991 1.3561 0.4 0.0 -0.3 0.12
H 2.5582 5.9434 -0.4119 -0.1 0.1 0.0 0.12
H 1.5184 7.3006 0.0047 0.0 -0.2 -0.1 0.13
C 1.8434 -1.8682 -3.9277 -0.5 -0.1 0.1 -0.15
C 0.4883 -2.1358 -3.6910 0.1 0.1 0.0 -0.07
C -0.1382 -1.5241 -2.5989 0.6 1.4 1.6 -0.30
C 0.6201 -0.6059 -1.7273 -1.4 -1.2 -1.0 -0.31
C 1.9743 -0.3735 -1.9862 0.1 0.0 -0.2 -0.08
C 2.5746 -1.0042 -3.0868 -0.2 0.3 0.4 -0.15
N -0.2379 -0.1469 -0.7615 -0.8 0.1 0.6 0.01
C -1.4381 -0.7634 -1.0167 2.7 -0.5 -2.0 -0.29
N -1.4132 -1.5876 -2.1119 -1.0 0.3 0.8 0.02
H 2.3479 -2.3353 -4.7777 -0.2 0.1 0.3 0.08
H -0.1071 -2.7994 -4.3213 0.3 0.1 0.0 0.09
H 2.5163 0.2953 -1.3161 0.1 -0.1 -0.3 0.08
H 3.6313 -0.8258 -3.3044 -0.3 0.0 0.1 0.08
H -2.3293 -0.6152 -0.4020 0.3 0.0 -0.2 0.05
```
Positions in Å, forces in eV/Å.

The frontier orbital gap is 0.133 Eh. The LUMO energy is -2.0008 eV. As for the energy above the lowest of the compared OMol25 structures with the same formula, charge and spin: 51.1 kcal/mol.